# CH2ClFP2

An isolated molecule of CH2ClFP2 (wB97M-V/def2-TZVPD, OMol25).

Summary:
* LUMO (spin up / spin down): -0.78 / -1.27 eV
* SMILES string: FP=[PH]=CCl
* energy above the lowest of the compared OMol25 structures with the same formula, charge and spin: 59.4 kcal per mole
* orbital gap (spin up / spin down): 7.2 / 6.4 eV
* maximum force: 2.3 eV/A
* calculated total energy: -34883.9973 eV

Each line ends with the Mulliken charge.
Atoms and positions in Å:
Cl: 1.7147 1.3353 0.5083  -0.129
P: -0.9354 0.0542 -0.1684  0.125
P: -2.3462 -1.5949 -0.4464  0.187
F: -2.6262 -1.0496 -1.9878  -0.283
C: 0.6484 0.0244 0.5767  -0.318
H: -0.4399 0.7290 -1.2546  0.061
H: 0.7807 -0.3895 1.5121  0.358

---

# C14H11N

An isolated molecule of C14H11N (wB97M-V/def2-TZVPD, OMol25).

Summary:
* LUMO: -0.18 eV
* SMILES string: Nc1c2ccccc2cc2ccccc12
* energy above the lowest of the compared OMol25 structures with the same formula, charge and spin: 98.8 kcal per mole
* orbital gap: 7.1 eV
* maximum force: 6.0 eV/A
* calculated total energy: -16182.3769 eV

Each line ends with the Mulliken charge.
Atoms and positions in Å:
N: -1.8223 -1.2461 1.6489  -0.634
C: 1.2592 0.4406 -0.9291  -0.673
C: -0.9600 -0.8824 -3.6066  -0.943
C: 0.1941 -0.1921 -1.5739  0.625
C: -0.6655 -0.7943 -0.5728  1.106
C: 1.4357 1.4299 3.2118  -0.557
C: 2.1925 1.4941 0.8304  -0.968
C: 0.1101 0.3954 1.2391  0.720
C: 2.3329 1.9425 2.1803  -0.577
C: -1.6044 -1.5996 -1.2205  -1.055
C: 1.0695 0.7825 0.3106  1.204
C: -1.8074 -1.6354 -2.5720  -0.417
C: 0.0010 -0.2350 -2.9304  -0.568
C: -0.7972 -0.6017 0.7574  0.486
C: 0.3015 0.7571 2.6829  -0.876
H: -2.5774 -1.6702 1.2019  0.221
H: -0.2155 0.0916 3.3025  0.375
H: -2.2527 -0.5776 2.3697  0.219
H: 2.9387 2.9681 2.4758  0.201
H: 0.6458 0.5324 -3.3974  0.279
H: -1.1865 -1.0152 -4.6437  0.448
H: 2.7806 1.8245 -0.0203  0.271
H: -2.6853 -2.2362 -3.0022  0.249
H: -2.2777 -2.2472 -0.7283  0.279
H: 2.3933 0.7250 -1.2484  0.173
H: 1.1970 1.5495 4.2345  0.413

---

# C4H3NO

An isolated molecule of C4H3NO (wB97M-V/def2-TZVPD, OMol25).

Summary:
* LUMO (spin up / spin down): -2.10 / -1.99 eV
* SMILES string: C=CC(=O)C#N
* energy above the lowest of the compared OMol25 structures with the same formula, charge and spin: 110.9 kcal per mole
* orbital gap (spin up / spin down): 9.4 / 7.5 eV
* maximum force: 7.4 eV/A
* calculated total energy: -7727.9370 eV

Each line ends with the Mulliken charge.
Atoms and positions in Å:
O: 0.7690 1.8577 0.0729  -0.388
N: 2.9524 -1.1166 -0.0659  -0.325
C: 0.7718 0.0987 0.1267  0.256
C: -1.6162 0.3448 -0.0074  -0.635
C: 1.9932 -0.5065 0.0926  0.334
C: -0.5653 -0.5029 0.0344  -0.163
H: -1.2592 1.4552 -0.1577  0.262
H: -0.4450 -1.6095 -0.0415  0.312
H: -2.6007 -0.0208 -0.0541  0.348

---

# C4H3I

A structure of composition C4H3I (wB97M-V/def2-TZVPD, OMol25).

Summary:
* LUMO: -0.67 eV
* energy above the lowest of the compared OMol25 structures with the same formula, charge and spin: 96.6 kcal per mole
* orbital gap: 8.1 eV
* maximum force: 4.9 eV/A
* calculated total energy: -12290.3099 eV

Each line ends with the Mulliken charge.
Atoms and positions in Å:
I: 0.1889 2.6783 -0.8670  0.022
C: -0.9433 -0.1531 -1.0049  -0.291
C: -0.3547 -1.3706 0.4918  -0.499
C: 0.3048 0.4954 -0.7121  -0.177
C: 0.0406 -0.1132 0.6610  -0.135
H: -0.6523 -2.2477 1.0091  0.341
H: 0.1562 0.5036 1.5487  0.335
H: 1.2597 0.2073 -1.1267  0.405